P) The following is a DFT calculation (ωB97M-V/def2-TZVPD) of a structure of composition CH4IO.

* charge: -1
* E_LUMO: 3.92 eV
* Kohn-Sham gap: 0.27806 hartree

```
7
Properties=species:S:1:pos:R:3:lowdin_charge:R:1
I 1.40345 0.12118 2.22167 -0.1925
C -0.40169 -0.26247 -0.61397 -0.2315
O 0.09935 1.03444 -0.16401 -0.3304
H -1.05227 -0.65402 0.16803 0.0436
H -0.98484 -0.16075 -1.52923 0.0527
H 0.43946 -0.93683 -0.77458 0.0446
H 0.49652 0.85845 0.69208 -0.3865
```

Q) The following is a DFT calculation (ωB97M-V/def2-TZVPD) of a cluster of 2 separate species, CH4IO in total.

* charge: -1
* E_LUMO: 3.86 eV
* Kohn-Sham gap: 0.27160 hartree

```
7
Properties=species:S:1:pos:R:3:lowdin_charge:R:1
I 1.03245 -1.81836 -2.94540 -0.6673
C -0.20909 0.43165 0.82463 -0.2006
O -0.56793 0.24215 -0.53390 -0.2034
H -1.10746 0.38981 1.44949 0.0618
H 0.48548 -0.33537 1.17913 0.0707
H 0.25995 1.41320 0.98287 0.0616
H 0.10660 -0.32308 -0.95683 -0.1230
```

R) The following is a DFT calculation (ωB97M-V/def2-TZVPD) of a cluster of 2 separate species, CH4IO in total.

* charge: -1
* E_LUMO: 4.00 eV
* Kohn-Sham gap: 0.28124 hartree

```
7
Properties=species:S:1:pos:R:3:lowdin_charge:R:1
I 0.00015 1.94126 2.38166 -0.6184
C -0.26923 -0.45716 -0.60727 -0.2283
O 1.07734 -0.24687 -0.20289 -0.2152
H -0.81106 -1.06996 0.11869 0.0635
H -0.80181 0.49089 -0.71837 0.0508
H -0.23386 -0.96553 -1.57139 0.0605
H 1.03846 0.30737 0.59958 -0.1129
```

Q: Which of them is the least stable? A: P).

P) The following is a DFT calculation (ωB97M-V/def2-TZVPD) of a cluster of 2 separate species, C2H5NO4 in total.

* charge: 0
* E_LUMO: 0.11 eV
* Kohn-Sham gap: 0.40382 hartree

```
12
Properties=species:S:1:pos:R:3:lowdin_charge:R:1
O 0.58901 -1.51416 0.43600 0.0317
C 1.42562 -0.61256 0.49440 -0.2300
N 1.90968 0.17107 -0.62550 0.1050
C 0.98667 0.28216 -1.76625 -0.4204
O 1.23636 1.16613 -2.60488 0.0737
O 0.35865 -0.96674 -2.06391 0.0525
H 1.73057 0.03236 1.32823 0.1341
H 2.45950 1.03264 -0.43997 0.1529
H 0.35025 -1.67989 -1.36309 0.1003
O -3.33519 0.76502 2.42694 -0.1226
H -4.00835 1.43084 1.99589 0.0917
H -3.70278 -0.10687 2.18215 0.0311
```

Q) The following is a DFT calculation (ωB97M-V/def2-TZVPD) of the molecule C2H5NO4.

* charge: 0
* E_LUMO: 0.43 eV
* Kohn-Sham gap: 0.38896 hartree

```
12
Properties=species:S:1:pos:R:3:lowdin_charge:R:1
C 0.57512 0.55801 1.13623 0.0053
C -0.06058 0.16171 -0.15669 -0.5885
O 0.85771 0.05624 -1.22758 0.0179
O -1.20959 0.77725 -0.41389 0.0789
N -0.56474 -1.43975 -0.21675 -0.3806
O -1.11921 -1.70382 -1.18973 0.1189
O -0.41693 -2.07894 0.76349 0.1030
H 0.89114 1.61128 0.91371 0.1035
H -0.06249 0.58581 2.09830 0.1300
H 1.51047 -0.04204 1.18779 0.1047
H 1.21829 0.92698 -1.60289 0.1573
H -1.61918 0.58728 -1.29198 0.1497
```

Q: Which of them is the least stable? A: Q).

P) The following is a DFT calculation (ωB97M-V/def2-TZVPD) of the molecule C17H25N3O2.

* charge: 0
* E_LUMO: 0.58 eV
* Kohn-Sham gap: 0.35242 hartree

```
47
Properties=species:S:1:pos:R:3:lowdin_charge:R:1
C -1.76893 -0.29625 3.37549 -0.0612
C -2.15367 0.80661 2.38943 -0.3683
C -1.63759 2.16266 2.86636 -0.0628
C -1.66708 0.52655 0.95946 -0.1941
N -0.23647 0.28010 0.91953 0.1399
C 0.54077 0.58747 -0.13510 -0.4445
O 0.06962 0.99183 -1.18848 0.0511
C 2.02947 0.42823 0.10434 -0.2416
C 2.56281 1.74266 0.69221 -0.1525
C 4.06979 1.65780 0.91236 -0.1995
C 4.78322 1.34144 -0.39817 -0.2072
C 4.26003 0.03394 -0.98445 -0.1992
C 2.75325 0.10850 -1.20380 -0.1583
C -2.43571 -0.63902 0.29435 -0.3913
O -3.20624 -1.35586 0.89140 0.0860
N -2.13078 -0.72434 -1.02466 0.1481
C -2.57504 -1.65346 -1.95894 -0.2105
C -2.05884 -1.57467 -3.25403 -0.0052
C -2.49117 -2.49049 -4.19435 -0.1581
N -3.37146 -3.44461 -3.93729 0.0419
C -3.85730 -3.51418 -2.70979 -0.1492
C -3.50302 -2.65524 -1.68261 0.0054
H -0.70096 -0.29486 3.59022 0.0729
H -2.29038 -0.13790 4.31608 0.0846
H -2.05895 -1.26767 2.98633 0.0741
H -3.24618 0.83907 2.33651 0.1440
H -0.54931 2.17758 2.87978 0.0697
H -1.98168 2.96065 2.21253 0.0805
H -1.99424 2.36671 3.87265 0.0797
H -1.85083 1.41578 0.33970 0.1605
H 0.17252 -0.12184 1.74731 0.1350
H 2.19923 -0.38036 0.82420 0.1513
H 2.33960 2.55377 -0.00400 0.1306
H 2.05774 1.96150 1.63672 0.1111
H 4.43323 2.60404 1.31782 0.1103
H 4.28743 0.87462 1.64290 0.1154
H 4.60912 2.15199 -1.10893 0.1156
H 5.85907 1.26961 -0.22743 0.1083
H 4.48810 -0.78739 -0.30026 0.1143
H 4.75775 -0.17477 -1.93296 0.1102
H 2.38374 -0.83902 -1.60235 0.1228
H 2.51834 0.88830 -1.93008 0.1226
H -1.45318 -0.04341 -1.37838 0.1048
H -1.33690 -0.81229 -3.50582 0.1105
H -2.11471 -2.46266 -5.20861 0.1027
H -4.57454 -4.30590 -2.53760 0.1042
H -3.92966 -2.75523 -0.69960 0.0957
```

Q) The following is a DFT calculation (ωB97M-V/def2-TZVPD) of the molecule C17H25N3O2.

* charge: 0
* E_LUMO: 0.51 eV
* Kohn-Sham gap: 0.31717 hartree

```
47
Properties=species:S:1:pos:R:3:lowdin_charge:R:1
C 2.92301 2.18948 1.37126 -0.0622
C 1.61350 1.99155 0.60452 -0.2155
N 0.94756 0.74544 0.91691 -0.0628
C 0.05696 0.72419 2.07138 -0.2019
C 0.72107 0.20770 3.34388 -0.0608
C 1.18557 -0.45752 0.32616 -0.4250
O 0.67704 -1.47040 0.76401 0.0812
C 2.06438 -0.47212 -0.92634 -0.1935
C 2.63504 -1.87328 -1.20000 -0.1412
C 1.56665 -2.86184 -1.66975 -0.1581
C 0.75265 -2.28715 -2.82728 -0.1442
N 0.19355 -0.99988 -2.44475 -0.0368
C -1.04654 -1.03680 -1.83988 -0.4899
O -1.76265 -2.01042 -1.92812 0.0769
N -1.43243 0.13483 -1.22746 0.1534
C -2.55270 0.36316 -0.43114 -0.2327
C -2.73734 1.65624 0.05919 -0.0507
C -3.81074 1.95061 0.87662 -0.0972
C -4.71551 0.96035 1.21994 -0.1055
C -4.53416 -0.32387 0.73482 -0.0795
C -3.46457 -0.62981 -0.08588 -0.0098
C 1.23847 -0.04854 -2.15972 -0.1142
H 3.42583 3.08487 1.01410 0.0748
H 3.58252 1.33694 1.22817 0.0754
H 2.73498 2.30302 2.43456 0.0627
H 0.92718 2.80738 0.85230 0.1184
H 1.81573 2.05039 -0.46644 0.1006
H -0.77867 0.06354 1.82347 0.1148
H -0.32926 1.73413 2.22293 0.1162
H -0.01164 0.18074 4.14587 0.0763
H 1.08912 -0.80039 3.17653 0.0730
H 1.54928 0.84139 3.65011 0.0579
H 2.90093 0.21964 -0.79933 0.1317
H 3.40730 -1.77864 -1.96951 0.1170
H 3.10548 -2.25538 -0.29252 0.1199
H 0.88884 -3.07141 -0.84294 0.1070
H 2.04060 -3.79464 -1.97796 0.1140
H 1.37768 -2.13563 -3.71354 0.1248
H -0.07502 -2.94996 -3.07846 0.1200
H -0.82856 0.93691 -1.30661 0.1136
H -2.03144 2.43333 -0.20628 0.1074
H -3.94021 2.95757 1.24671 0.1004
H -5.55443 1.18971 1.85960 0.0964
H -5.23466 -1.10235 0.99849 0.1035
H -3.32481 -1.62836 -0.46269 0.1004
H 1.90443 -0.03722 -3.03148 0.1351
H 0.83999 0.96250 -2.05344 0.1091
```

Q: Which of them is the least stable? A: Q).